DFT (ωB97M-V/def2-TZVPD) results for a 3-piece molecular cluster, C5H12O overall.

Summary:
frontier orbital gap: 10.500 eV
structure (SMILES): C=C(C)C.[H][H].C=O
strongest force on any atom: 0.55 eV Å⁻¹
LUMO level: 0.978 eV
electronic energy: -272.86120 Ha
ΔE to the lowest compared entry with this formula, charge and spin: 54.9 kcal per mole
highest occupied orbital energy: -9.5 eV

Geometry as XYZ:
```
18
Properties=species:S:1:pos:R:3:forces:R:3
C 0.528 -0.767 1.326 0.06 0.06 -0.09
C 0.905 -0.155 0.202 -0.03 -0.08 0.14
C 1.309 -0.917 -1.032 0.00 -0.05 -0.04
C 0.945 1.344 0.078 -0.02 0.04 0.03
H 0.501 -1.852 1.404 0.02 0.15 -0.05
H 0.248 -0.203 2.213 0.05 -0.05 -0.14
H 1.172 -1.996 -0.911 0.03 0.16 0.01
H 2.363 -0.731 -1.273 -0.15 0.00 0.04
H 0.724 -0.585 -1.900 0.08 -0.04 0.14
H 1.946 1.681 -0.220 -0.15 -0.06 0.02
H 0.678 1.838 1.016 0.03 -0.09 -0.13
H 0.244 1.680 -0.698 0.09 -0.06 0.10
H -1.401 0.323 -3.218 -0.02 0.00 0.04
H -1.717 0.502 -2.566 0.04 0.00 -0.11
C -2.214 -0.561 -0.045 -0.11 0.33 -0.08
O -2.509 0.557 -0.389 0.12 -0.49 0.20
H -2.405 -0.931 0.980 0.00 0.08 -0.11
H -1.749 -1.288 -0.739 -0.05 0.12 0.03
```
Forces are in eV/Å.

Here are the Mulliken charges for atoms 1 to 8, given in e:
1 C -1.0853
2 C 0.9824
3 C -1.1649
4 C -1.1919
5 H 0.3121
6 H 0.3033
7 H 0.3093
8 H 0.3715

***

DFT (ωB97M-V/def2-TZVPD) results for a single C6H10O molecule.

Summary:
frontier orbital gap: 7.465 eV
strongest force on any atom: 0.47 eV Å⁻¹
LUMO level: -0.297 eV
electronic energy: -309.69517 Ha
ΔE to the lowest compared entry with this formula, charge and spin: 92.4 kcal per mole
highest occupied orbital energy: -7.8 eV

Geometry as XYZ:
```
17
Properties=species:S:1:pos:R:3:forces:R:3
C 0.395 -1.572 -0.782 0.01 0.02 0.00
C -0.804 -0.892 -0.138 0.01 -0.18 0.13
C -0.746 -0.613 1.364 0.04 -0.09 0.22
C 1.575 1.016 0.473 0.01 0.41 -0.24
C 0.723 1.856 -0.263 0.18 -0.14 0.07
C -0.499 1.467 -0.800 -0.09 -0.05 -0.06
O -1.157 0.345 -0.843 0.12 0.33 -0.05
H 0.560 -2.538 -0.294 -0.10 0.13 -0.04
H 1.295 -0.971 -0.652 -0.13 -0.13 -0.01
H 0.201 -1.753 -1.844 0.00 0.02 0.12
H -1.690 -1.493 -0.358 0.09 0.10 0.03
H 0.180 -0.973 1.807 -0.07 -0.04 -0.06
H -1.600 -1.053 1.881 -0.01 -0.13 -0.08
H 2.493 1.586 0.722 -0.23 0.01 -0.07
H 0.939 2.900 -0.520 -0.03 -0.07 0.11
H -0.775 0.457 1.560 0.02 -0.09 -0.01
H -1.090 2.230 -1.314 0.18 -0.10 -0.06
```
Forces are in eV/Å.

Here are the Mulliken charges for atoms 1 to 8, given in e:
1 C -1.2400
2 C 0.4153
3 C -1.1294
4 C -1.0613
5 C 0.3214
6 C -0.1482
7 O -0.4055
8 H 0.3753

***

DFT (ωB97M-V/def2-TZVPD) results for a single C4H9N3S molecule.

Summary:
frontier orbital gap: 10.206 eV
structure (SMILES): CC[C@@](S)(C#N)NN
strongest force on any atom: 3.72 eV Å⁻¹
LUMO level: 0.607 eV
electronic energy: -720.17531 Ha
ΔE to the lowest compared entry with this formula, charge and spin: 61.5 kcal per mole
highest occupied orbital energy: -9.6 eV

Geometry as XYZ:
```
17
Properties=species:S:1:pos:R:3:forces:R:3
C 1.584 -1.173 -0.719 2.78 -0.44 2.43
C 1.070 0.070 -0.003 -0.91 1.23 -0.15
C -0.495 -0.041 0.405 1.00 0.73 0.34
S -1.609 -0.649 -0.964 0.60 0.17 0.07
C -0.608 -1.037 1.416 -0.47 -0.99 0.83
N -0.839 -1.874 2.162 0.23 -0.32 0.52
N -1.015 1.179 0.944 -0.42 0.83 0.82
N -1.390 2.168 0.044 0.45 0.58 1.14
H 1.555 -2.119 -0.091 -0.31 1.03 -0.92
H 2.689 -1.033 -0.980 -1.51 -0.11 0.20
H 1.026 -1.191 -1.607 -0.22 -0.79 -1.35
H 1.023 0.760 -0.820 -0.08 0.92 -0.61
H 1.725 0.669 0.728 -1.21 -1.66 -0.37
H -0.562 -1.367 -1.335 -0.46 -0.62 -0.64
H -1.633 1.229 1.759 0.50 -1.00 -0.56
H -0.530 2.561 -0.258 0.23 0.71 -0.98
H -1.992 1.848 -0.681 -0.18 -0.26 -0.78
```
Forces are in eV/Å.

Here are the Mulliken charges for atoms 1 to 8, given in e:
1 C -1.4060
2 C -0.4862
3 C 0.8474
4 S -0.2252
5 C -0.0423
6 N -0.4875
7 N -0.2716
8 N -0.6366

***

DFT (ωB97M-V/def2-TZVPD) results for C48H34F15GeHfPSSb2Se2Te2 as an isolated structure.

Summary:
frontier orbital gap: 6.939 eV
strongest force on any atom: 0.75 eV Å⁻¹
LUMO level: -0.587 eV
electronic energy: -12031.45152 Ha
ΔE to the lowest compared entry with this formula, charge and spin: 0.0 kcal per mole
highest occupied orbital energy: -7.5 eV

Geometry as XYZ:
```
107
Properties=species:S:1:pos:R:3:forces:R:3
Hf 0.651 -0.627 0.165 0.67 0.21 0.25
C 0.503 2.675 5.843 0.00 0.01 0.00
C 0.593 1.367 6.295 0.00 -0.01 0.00
C 0.368 0.308 5.425 -0.05 -0.01 0.00
C 0.052 0.556 4.094 0.05 0.00 -0.07
C -0.042 1.874 3.644 0.01 0.02 0.03
C 0.179 2.928 4.516 -0.02 -0.04 -0.01
P -0.188 -0.734 2.834 -0.05 0.10 -0.17
C -0.249 -2.330 3.686 0.06 0.00 -0.01
C -1.381 -3.132 3.613 -0.05 0.00 0.02
C -1.369 -4.408 4.159 -0.01 -0.01 0.00
C -0.225 -4.892 4.776 0.01 0.01 -0.01
C 0.911 -4.096 4.853 -0.02 0.00 0.00
C 0.901 -2.822 4.307 0.00 0.01 -0.01
C -1.771 -0.421 2.042 -0.06 -0.12 -0.13
C -2.992 -0.139 2.658 -0.04 -0.02 -0.01
C -4.098 0.090 1.864 -0.02 0.02 0.00
C -3.975 0.044 0.473 0.05 0.06 0.02
C -2.754 -0.220 -0.122 -0.03 0.05 0.09
C -1.604 -0.462 0.646 0.09 -0.05 -0.05
H 0.680 3.497 6.524 0.00 0.00 0.00
H 0.839 1.166 7.330 0.00 0.00 0.00
H 0.430 -0.707 5.793 0.01 -0.03 0.00
H -0.286 2.074 2.606 -0.03 0.03 -0.05
H 0.099 3.945 4.156 0.00 0.04 -0.02
H -2.271 -2.759 3.123 0.01 -0.03 0.01
H -2.255 -5.026 4.096 0.01 0.00 0.00
H -0.215 -5.890 5.195 0.00 0.00 0.00
H 1.807 -4.471 5.330 0.00 0.00 0.00
H 1.795 -2.210 4.358 -0.02 0.01 0.03
H -3.068 -0.096 3.739 0.00 0.01 0.00
H -5.057 0.312 2.315 0.00 0.00 0.00
H -4.845 0.238 -0.143 -0.01 0.00 -0.01
H -2.691 -0.210 -1.206 0.01 0.03 0.04
Se 2.891 -0.014 -1.327 -0.11 -0.30 0.00
Te 4.508 -1.793 -0.613 -0.01 -0.05 0.00
Te 2.986 -2.487 1.491 -0.24 0.06 -0.06
Se 0.940 -3.252 0.222 -0.15 -0.06 0.01
C 0.565 0.266 -4.089 -0.07 -0.14 -0.04
Sb -0.066 -1.232 -2.715 -0.14 0.08 0.03
C 1.018 -2.901 -3.441 -0.04 -0.04 0.00
C -2.018 -1.506 -3.663 0.00 0.15 -0.09
C -2.208 -2.809 -4.373 0.14 0.06 0.01
C -1.536 -3.038 -5.574 0.03 0.00 0.00
C -1.625 -4.248 -6.239 -0.05 -0.03 0.03
C -2.407 -5.263 -5.702 0.03 0.05 0.00
C -3.105 -5.036 -4.528 -0.05 0.00 -0.01
C -3.035 -3.814 -3.857 -0.09 -0.08 0.08
C -3.823 -3.608 -2.601 -0.03 -0.05 -0.03
Sb -2.538 -3.626 -0.860 0.14 -0.14 0.05
C -4.159 -3.417 0.535 -0.03 -0.03 -0.03
C -2.373 -5.761 -0.776 -0.03 -0.03 0.00
H 0.394 -0.078 -5.109 0.00 -0.02 0.00
H 1.625 0.456 -3.937 -0.07 -0.07 -0.04
H 0.005 1.182 -3.907 -0.01 -0.25 -0.05
H 1.056 -2.892 -4.529 0.01 0.00 0.01
H 0.539 -3.818 -3.098 0.01 -0.01 -0.02
H 2.021 -2.843 -3.020 0.01 0.00 0.01
H -2.044 -0.680 -4.377 -0.02 0.01 0.01
H -2.787 -1.321 -2.918 0.03 -0.01 -0.06
H -0.920 -2.245 -5.987 -0.01 0.00 0.00
H -1.089 -4.399 -7.167 0.00 -0.01 0.00
H -2.487 -6.219 -6.204 0.00 0.00 0.00
H -3.741 -5.815 -4.122 0.01 0.00 0.00
H -4.583 -4.381 -2.484 0.02 -0.01 0.02
H -4.326 -2.639 -2.586 -0.05 -0.01 -0.05
H -4.673 -4.369 0.665 0.00 -0.03 -0.02
H -4.859 -2.680 0.139 0.03 -0.04 0.04
H -3.798 -3.064 1.498 0.00 0.04 0.03
H -3.353 -6.223 -0.657 -0.01 -0.02 -0.01
H -1.731 -6.042 0.058 0.00 -0.02 0.01
H -1.915 -6.114 -1.700 0.00 -0.01 0.00
F 2.227 0.903 1.752 -0.03 0.09 0.12
C 2.758 2.097 2.103 0.05 -0.05 -0.08
C 2.707 3.179 1.248 0.01 -0.02 0.02
C 3.342 4.328 1.693 -0.01 0.03 0.03
F 3.395 5.412 0.905 0.00 -0.03 0.01
C 3.951 4.417 2.930 0.00 0.00 0.03
F 4.540 5.545 3.324 0.00 -0.01 -0.01
C 3.952 3.313 3.766 0.02 0.01 -0.01
F 4.533 3.380 4.959 -0.01 0.00 0.00
C 3.361 2.136 3.347 0.02 -0.01 0.00
F 3.377 1.062 4.135 -0.01 0.02 -0.04
Ge 1.713 3.213 -0.451 -0.05 0.02 -0.04
S 0.056 1.803 -0.529 -0.07 -0.08 0.18
C 2.941 3.055 -1.965 0.01 0.08 -0.05
C 4.316 2.959 -1.853 0.06 0.16 -0.11
F 4.918 3.102 -0.666 -0.03 -0.01 0.03
C 5.128 2.695 -2.941 -0.02 0.00 0.05
F 6.450 2.603 -2.801 -0.01 0.00 0.01
C 4.555 2.513 -4.187 -0.02 -0.05 -0.04
F 5.322 2.253 -5.241 -0.01 0.01 0.02
C 3.181 2.601 -4.336 0.03 0.05 0.00
F 2.630 2.425 -5.537 0.00 0.02 -0.01
C 2.404 2.876 -3.228 0.08 0.07 0.01
F 1.077 2.950 -3.404 0.13 0.50 0.09
C 0.878 5.002 -0.475 0.02 -0.01 -0.03
C -0.051 5.314 0.503 -0.06 0.00 0.01
F -0.348 4.414 1.454 0.03 -0.06 0.07
C -0.696 6.533 0.574 0.00 0.01 0.01
F -1.580 6.787 1.539 0.01 -0.01 -0.01
C -0.406 7.501 -0.371 -0.02 0.04 0.01
F -1.010 8.684 -0.321 0.00 -0.01 0.00
C 0.524 7.237 -1.359 0.00 -0.02 0.00
F 0.816 8.173 -2.260 0.00 0.00 -0.01
C 1.151 6.002 -1.393 0.00 0.06 0.03
F 2.070 5.831 -2.350 0.01 -0.11 -0.06
```
Forces are in eV/Å.

Here are the Mulliken charges for atoms 1 to 8, given in e:
1 Hf -0.6092
2 C -0.7046
3 C -0.6718
4 C -0.7475
5 C 0.3035
6 C -0.7439
7 C -0.5259
8 P 2.2492